Record 1
C6H15N3S2 | ωB97M-V/def2-TZVPD

The total energy is -32603.7110 eV. Its SMILES is C=NN/C=N\S.CSC(C)C.

XYZ file:
```
26
C6H15N3S2 | the OMol25 dataset | ωB97M-V/def2-TZVPD
S 2.777 -3.639 -2.020
S 1.025 1.135 0.964
N 0.138 -2.736 -1.222
N 2.468 -2.306 -0.984
N -1.156 -2.417 -0.900
C -1.385 0.085 1.604
C -0.786 1.208 0.760
C -1.469 -1.184 -0.818
C 1.240 -2.033 -0.767
C 1.557 2.338 -0.273
C -1.369 2.564 1.146
H -0.995 -0.893 1.303
H -1.159 2.785 2.197
H -0.999 1.009 -0.298
H -1.160 0.236 2.665
H 2.646 2.275 -0.336
H -0.786 -0.356 -1.017
H 0.258 -3.734 -1.332
H -2.455 2.558 1.004
H -2.494 -0.956 -0.554
H -0.958 3.376 0.538
H -2.475 0.072 1.490
H 1.019 -1.174 -0.131
H 1.139 2.101 -1.257
H 1.287 3.359 0.002
H 4.092 -3.674 -1.764
```

Atom charges from the Löwdin analysis, given in e for atoms 1 to 4: number 1, S, carries 0.69; number 2, S, carries 0.86; number 3, N, carries -0.05; number 4, N, carries -0.36


Record 2
C6H15N4 | ωB97M-V/def2-TZVPD

The energy relative to the best compared isomer or geometry (same formula, charge and spin) comes out at 76.6 kcal/mol. Its SMILES is C/N=N/C(C)=[NH+]\[C@@H](C)NC. Its charge is +1.

XYZ file:
```
25
C6H15N4 | the OMol25 dataset | ωB97M-V/def2-TZVPD
N -0.537 -1.333 0.877
N 1.280 -0.442 -0.564
N -0.150 1.464 0.063
N -1.339 -0.562 0.283
C -0.503 -2.725 0.560
C 1.224 0.911 -0.105
C -1.275 0.792 0.258
C 0.760 -0.678 -1.907
C -2.626 1.489 0.274
C 1.959 1.023 1.287
H -2.437 2.273 1.017
H 1.620 1.555 -0.957
H 1.327 -1.516 -2.302
H 1.308 0.230 1.835
H -2.941 1.806 -0.688
H -0.107 -2.687 -0.507
H -3.365 0.956 0.726
H -1.471 -3.331 0.534
H 2.264 -0.707 -0.344
H 1.957 2.027 1.691
H -0.287 2.517 -0.143
H -0.429 -0.664 -1.772
H 0.060 -3.164 1.369
H 0.813 0.100 -2.646
H 2.894 0.664 1.160
```

Atom charges from the Löwdin analysis, given in e for atoms 1 to 4: number 1, N, carries 0.02; number 2, N, carries -0.11; number 3, N, carries 0.15; number 4, N, carries 0.07


Record 3
C6H15N4O2 | ωB97M-V/def2-TZVPD

The energy relative to the best compared isomer or geometry (same formula, charge and spin) comes out at 102.3 kcal/mol. Its charge is +1.

XYZ file:
```
27
C6H15N4O2 | the OMol25 dataset | ωB97M-V/def2-TZVPD
O 1.009 -3.252 0.137
O -2.060 -1.150 0.849
N -3.646 0.254 -0.052
N 1.903 -1.223 -1.288
N -1.366 0.320 -0.714
N 0.303 -2.042 0.099
C 1.629 1.129 1.647
C 0.118 0.990 1.182
C 0.821 -1.117 -0.586
C -0.088 0.592 -0.269
C -2.359 -0.250 0.073
C 0.742 1.488 -1.242
H -3.795 0.667 -0.979
H -1.707 1.050 -1.410
H 2.203 -0.362 -1.661
H -0.447 0.167 1.807
H 0.236 2.377 -1.381
H 0.752 0.889 -2.211
H 2.323 0.422 1.225
H -0.451 1.915 1.356
H -4.403 -0.401 0.081
H 2.268 -2.087 -1.296
H -0.725 -1.873 0.564
H 1.993 2.120 1.218
H 1.595 0.864 2.713
H 1.689 1.728 -0.896
H 1.463 -3.212 1.029
```

Atom charges from the Löwdin analysis, given in e for atoms 1 to 4: number 1, O, carries 0.02; number 2, O, carries 0.05; number 3, N, carries 0.19; number 4, N, carries 0.24


Record 4
C6H15N5 | ωB97M-V/def2-TZVPD

The energy relative to the best compared isomer or geometry (same formula, charge and spin) comes out at 51.1 kcal/mol. Its charge is +2.

XYZ file:
```
26
C6H15N5 | the OMol25 dataset | ωB97M-V/def2-TZVPD
N 0.945 2.294 0.593
N 4.227 0.245 0.685
N -1.362 0.926 -0.334
N 2.174 0.460 -0.370
N -1.009 1.103 -1.488
C -2.624 0.369 -0.037
C 1.542 1.361 0.158
C 3.313 -0.254 -0.199
C -3.208 1.009 1.183
C 3.555 -1.399 -1.121
C -2.600 -1.234 0.204
H -4.274 0.616 1.321
H -1.935 -1.608 -0.673
H 4.358 1.183 1.064
H 2.883 -2.216 -0.992
H -0.263 1.784 -1.627
H -2.720 0.780 2.174
H -3.180 0.376 -0.984
H -3.672 -1.710 0.123
H 3.211 -0.909 -2.151
H -1.660 0.922 -2.321
H -1.962 -1.433 1.041
H 4.576 -1.646 -1.236
H 0.240 2.544 1.251
H 5.068 -0.266 0.747
H -3.321 2.118 0.910
```

Atom charges from the Löwdin analysis, given in e for atoms 1 to 4: number 1, N, carries 0.27; number 2, N, carries 0.26; number 3, N, carries 0.09; number 4, N, carries 0.17


Record 5
C6H15N6O12Pb | ωB97M-V/def2-TZVPD

The energy relative to the best compared isomer or geometry (same formula, charge and spin) comes out at 89.1 kcal/mol. Its charge is -1.

XYZ file:
```
40
C6H15N6O12Pb | the OMol25 dataset | ωB97M-V/def2-TZVPD
Pb -21.618 15.124 -1.197
O -24.852 15.702 -4.306
O -18.945 14.100 2.136
O -20.793 13.589 0.953
O -19.767 14.357 -2.599
O -21.720 10.738 -1.379
O -20.643 17.251 -2.139
O -22.853 15.287 -3.472
O -23.865 11.234 -1.111
O -24.625 15.143 -2.255
O -19.696 15.417 0.512
O -22.523 17.267 0.022
O -22.438 12.734 -1.506
N -23.363 17.560 2.066
N -21.259 18.146 1.568
N -20.075 19.023 -3.209
N -21.973 18.995 -2.237
N -18.108 14.608 -4.012
N -18.109 15.738 -2.117
C -22.660 11.552 -1.255
C -24.097 15.423 -3.327
C -18.747 14.889 -2.888
C -19.842 14.370 1.168
C -22.360 17.666 1.203
C -20.887 18.384 -2.474
H -22.584 18.489 -1.612
H -18.466 14.928 2.065
H -20.388 19.760 -3.825
H -22.126 19.957 -2.501
H -25.595 15.350 -3.810
H -17.194 15.932 -2.499
H -21.009 11.381 -1.425
H -24.211 17.273 1.600
H -18.382 13.829 -4.594
H -18.412 15.855 -1.161
H -20.483 18.350 0.955
H -19.132 18.724 -3.414
H -23.401 17.982 2.983
H -21.199 18.549 2.492
H -17.149 14.914 -4.088
```

Atom charges from the Löwdin analysis, given in e for atoms 1 to 4: number 1, Pb, carries 1.71; number 2, O, carries 0.13; number 3, O, carries 0.09; number 4, O, carries -0.05


Record 6
C6H15NO | ωB97M-V/def2-TZVPD

The energy relative to the best compared isomer or geometry (same formula, charge and spin) comes out at 28.6 kcal/mol. Its SMILES is CN(CO)C(C)(C)C.

XYZ file:
```
23
C6H15NO | the OMol25 dataset | ωB97M-V/def2-TZVPD
O 2.451 -0.217 -0.474
N 0.440 0.552 0.528
C -0.179 -1.233 -1.131
C -1.757 0.610 -0.622
C -1.253 -1.063 1.135
C -0.646 -0.266 -0.032
C 0.627 1.898 0.018
C 1.684 -0.105 0.738
H -0.263 2.493 0.198
H 1.450 2.351 0.567
H -0.537 -1.776 1.538
H -2.128 -1.616 0.800
H -2.574 -0.028 -0.949
H 1.509 -1.105 1.152
H 0.508 -1.980 -0.737
H 0.879 1.928 -1.047
H 2.259 0.483 1.471
H -1.544 -0.385 1.933
H -1.405 1.174 -1.480
H 0.336 -0.693 -1.917
H -1.036 -1.744 -1.559
H 3.323 -0.575 -0.256
H -2.146 1.297 0.125
```

Atom charges from the Löwdin analysis, given in e for atoms 1 to 4: number 1, O, carries -0.07; number 2, N, carries -0.15; number 3, C, carries -0.04; number 4, C, carries -0.06


Record 7
C6H15NO | ωB97M-V/def2-TZVPD

The energy relative to the best compared isomer or geometry (same formula, charge and spin) comes out at 36.2 kcal/mol. Its SMILES is CNCCCCCO.

XYZ file:
```
23
C6H15NO | the OMol25 dataset | ωB97M-V/def2-TZVPD
O -3.124 -0.575 -1.447
N 1.746 0.520 1.146
C -1.265 -0.396 0.195
C 2.253 -0.761 1.626
C -0.942 1.085 -0.082
C 0.379 1.311 -0.830
C 1.588 0.521 -0.305
C -1.855 -1.062 -1.060
H -1.191 -0.875 -1.905
H 1.500 -0.491 -0.721
H -1.895 -2.145 -0.910
H -1.912 -0.471 1.072
H -0.370 -0.965 0.427
H 2.622 -0.669 2.648
H 0.196 0.983 -1.857
H -3.755 -0.706 -0.709
H 0.662 2.365 -0.857
H 2.488 0.960 -0.747
H 3.140 -1.015 1.048
H -0.966 1.679 0.831
H 0.923 0.827 1.642
H 1.507 -1.562 1.546
H -1.729 1.441 -0.750
```

Atom charges from the Löwdin analysis, given in e for atoms 1 to 4: number 1, O, carries -0.07; number 2, N, carries -0.12; number 3, C, carries -0.18; number 4, C, carries -0.14


Record 8
C6H15NO | ωB97M-V/def2-TZVPD

The energy relative to the best compared isomer or geometry (same formula, charge and spin) comes out at 102.6 kcal/mol.

XYZ file:
```
23
C6H15NO | the OMol25 dataset | ωB97M-V/def2-TZVPD
O 0.998 -0.282 -0.104
N -0.968 -1.949 0.343
C -1.669 0.034 -1.110
C -0.702 -2.028 -2.300
C 1.595 2.514 0.742
C 0.819 1.488 1.566
C -0.971 -1.314 -1.147
C 1.222 0.062 1.216
H 2.660 2.456 0.971
H 2.294 -0.094 1.521
H -0.270 1.601 1.375
H -2.759 -0.127 -0.987
H 1.478 2.301 -0.326
H 0.050 -1.016 -0.269
H -0.954 -1.608 -3.278
H -0.281 -3.012 -2.271
H 0.620 -0.560 1.851
H -1.909 -1.794 0.632
H 1.257 3.544 0.948
H -0.856 -2.963 0.140
H -1.426 0.571 -2.008
H 0.976 1.683 2.662
H -1.203 0.494 -0.165
```

Atom charges from the Löwdin analysis, given in e for atoms 1 to 4: number 1, O, carries -0.20; number 2, N, carries 0.08; number 3, C, carries -0.05; number 4, C, carries 0.09


Record 9
C6H15NO | ωB97M-V/def2-TZVPD

The energy relative to the best compared isomer or geometry (same formula, charge and spin) comes out at 38.8 kcal/mol. Its SMILES is C=C(C)CCCN.O.

XYZ file:
```
23
C6H15NO | the OMol25 dataset | ωB97M-V/def2-TZVPD
O -2.756 -0.182 -1.807
N -0.101 -1.586 -1.383
C -0.394 0.759 0.452
C 0.588 0.321 1.546
C 0.326 -0.853 2.154
C 1.572 1.326 2.038
C 0.854 -0.503 -1.464
C 0.353 0.868 -0.924
H 1.733 -0.774 -0.799
H -1.174 -0.005 0.483
H 0.979 -1.245 2.926
H -0.828 1.705 0.761
H -0.180 -1.975 -0.440
H 1.319 2.292 1.658
H -1.857 -0.463 -2.042
H 1.208 -0.363 -2.492
H 1.617 1.435 3.093
H 1.166 1.570 -0.787
H 0.025 -2.327 -2.056
H -0.371 1.350 -1.578
H -0.413 -1.532 1.721
H -2.759 -0.174 -0.849
H 2.587 1.159 1.628
```

Atom charges from the Löwdin analysis, given in e for atoms 1 to 4: number 1, O, carries -0.08; number 2, N, carries -0.01; number 3, C, carries -0.17; number 4, C, carries -0.37


Record 10
C6H15NO | ωB97M-V/def2-TZVPD

The energy relative to the best compared isomer or geometry (same formula, charge and spin) comes out at 63.8 kcal/mol. Its SMILES is CCN1CCCC1.O.

XYZ file:
```
23
C6H15NO | the OMol25 dataset | ωB97M-V/def2-TZVPD
O -1.146 2.572 -0.835
N 0.139 -0.713 0.644
C 0.297 -1.003 -0.903
C 1.010 0.419 0.951
C 2.193 0.306 -0.011
C -2.309 -1.453 0.605
C -1.314 -0.382 0.943
C 1.601 -0.304 -1.330
H -0.543 -0.784 -1.456
H 0.505 -2.117 -0.950
H -0.473 3.006 -0.385
H -1.614 0.678 0.540
H -2.965 -1.716 1.470
H 2.709 1.278 -0.044
H 0.480 1.463 0.906
H 2.988 -0.295 0.394
H 1.489 0.357 -2.068
H -1.287 -0.307 2.128
H -2.951 -1.092 -0.142
H -1.034 1.671 -0.588
H 1.414 0.305 1.981
H 2.387 -1.134 -1.536
H -1.783 -2.407 0.392
```

Atom charges from the Löwdin analysis, given in e for atoms 1 to 4: number 1, O, carries -0.02; number 2, N, carries -0.15; number 3, C, carries -0.14; number 4, C, carries -0.24